Entry 1:
Here is a molecular structure, C42H43Cl3HfN3S5 in a non-equilibrium geometry from the OMol25 dataset. Energies are from wB97M-V/def2-TZVPD.

Net charge: +1
Lowest unoccupied orbital energy in eV: -3.92
E_HOMO in eV: -9.535

```
97
Properties=species:S:1:pos:R:3:lowdin_charge:R:1
Hf 0.391 0.090 0.112 1.3977
C 0.357 -3.138 0.749 -0.0656
C -0.677 -2.884 1.854 -0.3810
C -1.482 -4.149 2.135 -0.0557
C 0.049 -2.349 3.067 -0.1455
C 0.473 -3.162 4.107 -0.0211
C 1.147 -2.624 5.189 -0.0480
C 1.396 -1.266 5.236 -0.0225
C 0.981 -0.418 4.218 -0.1439
C 1.304 1.054 4.294 -0.3589
C 0.902 1.661 5.636 -0.0363
C 2.795 1.248 4.021 -0.0479
C 0.318 -0.971 3.114 -0.1799
N -0.112 -0.140 2.047 -0.1000
C -1.062 0.813 2.293 -0.2166
C -1.217 1.885 1.394 -0.2299
N -0.456 1.926 0.254 -0.0990
C -0.389 3.176 -0.431 -0.1702
C -1.095 3.400 -1.622 -0.1451
C -1.028 4.659 -2.212 -0.0250
C -0.306 5.685 -1.637 -0.0510
C 0.383 5.459 -0.460 -0.0200
C 0.360 4.215 0.152 -0.1411
C 1.187 3.935 1.387 -0.3551
C 2.463 3.207 0.944 -0.0394
C 1.526 5.186 2.194 -0.0541
C -1.890 2.325 -2.330 -0.3421
C -0.934 1.253 -2.854 -0.0767
C -3.008 1.704 -1.487 -0.0496
C -2.204 2.809 1.938 -0.0824
C -2.750 4.014 1.566 0.0165
C -3.709 4.608 2.410 -0.0535
C -4.131 4.034 3.586 -0.0037
C -3.595 2.791 4.000 -0.1545
C -3.913 2.049 5.162 -0.0035
C -3.292 0.848 5.404 -0.0581
C -2.314 0.306 4.547 0.0039
C -1.976 1.003 3.412 -0.0873
C -2.637 2.230 3.158 -0.0836
H -0.122 -3.507 -0.156 0.0687
H 1.072 -3.885 1.088 0.1095
H 0.913 -2.212 0.518 -0.0248
H -1.387 -2.109 1.520 0.1061
H -0.831 -4.998 2.331 0.0824
H -2.103 -4.387 1.274 0.0481
H -2.129 -3.997 2.996 0.0933
H 0.277 -4.222 4.074 0.1111
H 1.473 -3.266 5.992 0.1106
H 1.928 -0.852 6.077 0.1150
H 0.751 1.584 3.513 0.1098
H 1.521 1.278 6.442 0.0778
H -0.136 1.424 5.857 0.0748
H 1.018 2.742 5.601 0.0851
H 3.391 0.712 4.756 0.0890
H 3.059 2.301 4.067 0.0813
H 3.030 0.864 3.031 0.0214
H -1.559 4.836 -3.136 0.1161
H -0.273 6.655 -2.109 0.1113
H 0.941 6.265 -0.018 0.1086
H 0.621 3.269 2.046 0.1161
H 2.985 3.791 0.189 0.0975
H 2.220 2.216 0.515 0.0317
H 3.128 3.068 1.791 0.0679
H 2.216 5.835 1.660 0.0810
H 1.992 4.899 3.135 0.0778
H 0.619 5.745 2.415 0.0901
H -2.367 2.798 -3.196 0.1365
H -0.363 0.823 -2.015 -0.0538
H -0.229 1.680 -3.565 0.1025
H -1.485 0.455 -3.350 0.0640
H -2.616 1.126 -0.648 0.0438
H -3.602 1.040 -2.113 0.0554
H -3.658 2.484 -1.097 0.0889
H -2.463 4.515 0.654 0.1087
H -4.128 5.560 2.113 0.1080
H -4.869 4.528 4.201 0.1165
H -4.649 2.432 5.854 0.1164
H -3.555 0.293 6.291 0.1075
H -1.853 -0.639 4.791 0.1140
Cl -1.252 -3.458 -3.417 0.6562
C -2.469 -2.671 -2.352 -1.5265
Cl -3.364 -3.909 -1.411 0.6745
Cl -3.594 -1.686 -3.329 0.6823
C -1.826 -1.798 -1.428 -0.3164
N -1.413 -1.079 -0.615 0.1633
C 4.980 -0.278 1.662 -0.3654
S 3.438 -0.614 0.756 0.8203
C 4.058 -0.522 -0.895 -0.9507
C 3.250 -0.668 -1.967 -1.1173
S 1.540 -0.918 -1.910 0.5383
S 4.030 -0.677 -3.544 0.9176
C 5.670 -0.486 -2.965 -1.4740
S 6.975 -0.468 -3.929 0.6155
S 5.770 -0.311 -1.220 0.9299
H 4.795 -0.481 2.711 0.0392
H 5.273 0.756 1.510 0.0512
H 5.756 -0.946 1.295 0.0262
```


Entry 2:
Here is a molecular structure, C42H43ClP2V in a non-equilibrium geometry from the OMol25 dataset. Energies are from wB97M-V/def2-TZVPD.

Net charge: 0
Lowest unoccupied orbital energy (spin up / spin down) in eV: 0.02 / 0.03
2S+1: 4
E_HOMO (spin up / spin down) in eV: -6.489 / -6.437

```
89
Properties=species:S:1:pos:R:3:mulliken_spin:R:1
V 0.537 1.528 0.920 2.7456
C 0.159 -4.907 -1.737 -0.0003
C -0.122 -3.999 -2.666 0.0003
C -1.403 -3.965 -3.462 0.0002
C -2.656 -4.496 -2.727 -0.0007
C -2.853 -3.877 -1.373 0.0001
C -2.400 -4.340 -0.209 0.0000
C -1.612 -5.608 -0.039 0.0001
C -0.735 -6.022 -1.253 0.0001
C -0.401 3.162 2.091 -0.0077
H 1.170 -4.967 -1.291 0.0000
H 0.666 -3.324 -3.025 -0.0005
H -1.257 -4.556 -4.379 0.0000
H -1.643 -2.931 -3.759 -0.0001
H -3.503 -4.135 -3.317 0.0000
H -2.726 -5.586 -2.759 0.0000
H -3.531 -3.013 -1.407 0.0008
H -2.738 -3.900 0.733 -0.0005
H -2.311 -6.430 0.172 0.0000
H -0.916 -5.525 0.810 -0.0001
H -0.037 -6.770 -0.854 0.0000
H -1.312 -6.542 -2.029 0.0000
H 0.223 3.257 3.001 -0.0111
H -1.454 3.069 2.405 0.0168
H -0.302 4.113 1.532 -0.0160
P 1.072 0.475 -1.035 0.1576
P -1.558 0.656 0.849 0.0827
C -0.337 -0.633 -1.274 0.0171
C -1.464 -0.489 -0.525 -0.1229
C 1.528 1.225 -2.622 -0.0485
C 1.215 0.530 -3.802 -0.0084
C 1.530 1.081 -5.046 0.0022
C 2.130 2.340 -5.124 -0.0009
C 2.408 3.058 -3.947 0.0145
C 2.103 2.506 -2.700 0.0182
C 2.492 -0.586 -0.544 -0.0957
C 2.540 -1.090 0.772 0.0724
C 3.652 -1.833 1.187 0.0206
C 4.701 -2.097 0.298 0.0006
C 4.655 -1.591 -1.010 0.0004
C 3.561 -0.826 -1.422 -0.0015
C -3.109 1.595 0.738 -0.0496
C -3.222 2.623 -0.221 0.0298
C -4.417 3.333 -0.334 0.0162
C -5.501 3.028 0.505 -0.0014
C -5.378 2.024 1.479 0.0026
C -4.179 1.320 1.603 -0.0066
C -1.611 -0.291 2.421 -0.0225
C -1.111 0.232 3.626 0.0733
C -1.190 -0.538 4.795 0.0182
C -1.741 -1.829 4.743 0.0048
C -2.182 -2.367 3.528 -0.0004
C -2.107 -1.605 2.362 0.0536
H -0.256 -1.428 -2.025 0.0083
H -2.401 -1.015 -0.733 -0.0019
H 0.723 -0.435 -3.742 -0.0021
H 1.303 0.515 -5.957 0.0003
H 2.382 2.772 -6.095 -0.0003
H 2.867 4.047 -4.009 0.0004
H 2.311 3.055 -1.780 0.0039
H 1.707 -0.915 1.468 -0.0305
H 3.690 -2.232 2.206 0.0010
H 5.549 -2.697 0.622 0.0000
H 5.464 -1.807 -1.717 0.0001
H 3.518 -0.424 -2.435 0.0013
H -2.382 2.831 -0.889 0.0350
H -4.517 4.113 -1.099 0.0005
H -6.441 3.569 0.398 -0.0003
H -6.225 1.775 2.129 0.0001
H -4.073 0.526 2.344 0.0023
H -0.691 1.243 3.646 -0.0403
H -0.842 -0.124 5.745 0.0001
H -1.819 -2.415 5.658 0.0010
H -2.605 -3.378 3.477 0.0009
H -2.442 -2.004 1.409 -0.0013
Cl 3.545 2.987 4.192 -0.0009
C 3.255 4.135 2.962 -0.0059
C 3.448 5.480 3.242 0.0046
C 3.183 6.457 2.281 -0.0065
C 2.755 6.061 1.018 0.0185
C 2.577 4.718 0.701 0.0177
C 2.801 3.721 1.676 -0.0491
C 2.581 2.305 1.323 0.1680
H 3.805 5.777 4.233 -0.0002
H 3.316 7.513 2.514 -0.0004
H 2.538 6.799 0.256 0.0004
H 2.222 4.416 -0.279 -0.0206
H 3.151 1.993 0.433 -0.0010
H 2.682 1.577 2.149 -0.0565
```


Entry 3:
Here is a molecular structure, C42H43N8PS5Ti in a non-equilibrium geometry from the OMol25 dataset. Energies are from wB97M-V/def2-TZVPD.

Net charge: +2
Lowest unoccupied orbital energy in eV: -6.35
E_HOMO in eV: -12.665

```
100
Properties=species:S:1:pos:R:3:lowdin_charge:R:1
Ti -0.032 0.802 -0.950 0.5437
C 0.470 -0.528 0.378 -0.1812
C 0.823 -1.595 0.862 -0.0630
C 1.207 -2.814 1.490 -0.2461
C 2.023 -3.723 0.804 -0.0272
C 2.369 -4.922 1.402 -0.0579
C 1.909 -5.217 2.681 -0.0518
C 1.103 -4.314 3.366 -0.0541
C 0.749 -3.114 2.776 -0.0318
H 2.369 -3.479 -0.193 0.1171
H 2.994 -5.630 0.873 0.1130
H 2.180 -6.156 3.147 0.1152
H 0.749 -4.551 4.361 0.1156
H 0.125 -2.399 3.298 0.1011
N -4.861 3.552 -5.872 0.2103
C -3.981 3.071 -5.314 -0.1408
C -2.888 2.456 -4.598 -0.1804
C -2.845 1.079 -4.429 0.0286
C -1.830 0.540 -3.669 -0.1545
N -0.871 1.282 -3.083 -0.0536
C -0.894 2.609 -3.324 -0.1405
C -1.871 3.235 -4.063 0.0277
H -3.601 0.441 -4.864 0.1394
H -1.767 -0.529 -3.521 0.1075
H -0.073 3.188 -2.921 0.0831
H -1.844 4.304 -4.221 0.1381
S -1.905 0.195 2.775 0.3391
P -2.950 -0.294 1.214 0.2120
S -2.337 0.423 -0.689 0.4397
C -4.637 0.356 1.279 -0.3984
C -5.567 -0.335 2.056 -0.0733
C -6.841 0.183 2.232 -0.0549
C -7.193 1.388 1.637 -0.0595
C -6.273 2.074 0.857 -0.0693
C -4.995 1.561 0.678 -0.1354
C -3.098 -2.071 0.948 -0.4049
C -2.572 -2.950 1.887 -0.1051
C -2.773 -4.318 1.741 -0.0586
C -3.504 -4.801 0.667 -0.0606
C -4.033 -3.922 -0.275 -0.0648
C -3.833 -2.559 -0.137 -0.0985
H -5.297 -1.276 2.521 0.1158
H -7.563 -0.358 2.829 0.1149
H -8.190 1.789 1.775 0.1144
H -6.557 3.003 0.378 0.1109
H -4.284 2.086 0.054 0.0575
H -2.016 -2.554 2.728 0.0545
H -2.373 -5.005 2.476 0.1110
H -3.672 -5.866 0.564 0.1132
H -4.615 -4.303 -1.104 0.1111
H -4.253 -1.872 -0.863 0.1005
C -2.535 4.287 1.567 0.0183
N -1.365 3.644 2.170 -0.0943
C -1.172 3.509 3.531 -0.0384
C -0.006 2.852 3.706 -0.0609
N 0.492 2.608 2.452 0.0708
C -0.337 3.079 1.523 -0.6821
S -0.092 3.094 -0.202 0.6757
H -2.671 5.268 2.013 0.1085
H -3.415 3.674 1.745 0.0902
H -2.372 4.393 0.501 0.0697
H -1.883 3.886 4.245 0.1443
H 0.499 2.541 4.603 0.1371
H 1.359 2.121 2.223 0.0322
N 2.712 1.948 -2.496 0.1147
C 2.292 0.730 -2.873 -0.6731
N 1.389 0.030 -2.206 -0.0619
C 1.089 -1.184 -2.877 -0.2966
C 0.170 -2.148 -2.478 -0.0406
C 0.001 -3.270 -3.276 -0.0481
C 0.729 -3.440 -4.452 -0.0529
C 1.638 -2.478 -4.860 -0.0589
C 1.801 -1.359 -4.058 -0.4479
S 2.861 -0.001 -4.326 1.1706
H 2.772 2.139 -1.490 -0.0361
H 3.424 2.388 -3.058 0.1115
H -0.404 -2.039 -1.568 0.0879
H -0.708 -4.029 -2.971 0.1172
H 0.589 -4.330 -5.051 0.1187
H 2.201 -2.594 -5.778 0.1222
C 5.401 3.792 0.343 -0.0691
N 5.670 2.376 0.563 -0.2002
C 6.978 1.936 0.066 -0.0321
C 4.703 1.513 0.925 -0.6719
S 3.037 1.895 0.690 0.7227
N 5.064 0.347 1.487 -0.1929
C 4.129 -0.770 1.585 -0.0729
C 6.260 0.195 2.321 -0.0278
H 6.301 4.350 0.598 0.0991
H 4.581 4.125 0.968 0.0657
H 5.153 3.993 -0.702 0.0895
H 7.136 2.379 -0.918 0.0987
H 7.006 0.858 -0.039 0.0876
H 7.791 2.258 0.717 0.1012
H 3.403 -0.722 0.781 0.0392
H 3.596 -0.755 2.539 0.1034
H 4.694 -1.700 1.513 0.1009
H 6.716 1.159 2.517 0.0916
H 6.994 -0.470 1.865 0.0996
H 5.952 -0.237 3.273 0.1008
```


no.,M (g/mol)
1,1035.01
2,696.15
3,899.04